2 unconnected molecules or ions with the total composition C2H5NO5S at a distorted geometry. Source: the OMol25 dataset; level of theory: ωB97M-V with the def2-TZVPD basis set.

- Energy above the lowest of the compared OMol25 structures with the same formula, charge and spin: 645.8 kJ/mol
- Energy: -908.09007 Ha
- LUMO level: -0.444 eV

```
! wB97M-V def2-TZVPD RIJCOSX def2/J DEFGRID3
* xyz 0 1
C 0.7081 0.8970 -0.2890
C -1.6827 0.9561 -0.4936
N -1.7658 -0.2871 0.0542
O 2.6880 -1.1400 -0.2491
O 0.6326 -1.2534 1.1529
O 0.5213 -1.4971 -1.3125
O 1.1955 1.3735 0.9626
O 1.7553 1.8429 -0.2502
S 1.2937 -0.7745 -0.3541
H -1.9071 1.2173 -1.5899
H -1.6641 1.6716 0.2562
H 1.3414 -1.4807 1.6575
H -1.7656 -1.1578 -0.4809
H -1.3506 -0.3679 0.9357
*
```

***

2 unconnected molecules or ions with the total composition C4H13NOS at a distorted geometry. Source: the OMol25 dataset; level of theory: ωB97M-V with the def2-TZVPD basis set.

- Energy above the lowest of the compared OMol25 structures with the same formula, charge and spin: 44.2 kJ/mol
- Energy: -688.37189 Ha
- LUMO level: 0.890 eV
- Structure (SMILES): CSCCCN.O

```
! wB97M-V def2-TZVPD RIJCOSX def2/J DEFGRID3
* xyz 0 1
C -0.0339 -1.9182 -0.8305
C 0.2204 -1.1563 0.4420
C -0.8582 -0.1574 0.8128
S -0.5842 0.4544 2.4955
C -0.5010 2.2359 2.2206
N -0.1598 -0.9980 -1.9981
H 0.8230 -2.5448 -1.0912
H -0.8965 -2.5852 -0.7911
H 0.2785 -1.9039 1.2429
H 1.1934 -0.6634 0.4723
H -0.8470 0.6646 0.1012
H -1.8199 -0.6616 0.8223
H -0.2608 2.6540 3.1904
H -1.4856 2.5903 1.9244
H 0.2346 2.4625 1.5092
H -0.2016 -1.5707 -2.8320
H -1.0605 -0.5292 -1.9746
H 2.4801 1.5664 -2.4104
H 1.2803 0.9004 -1.7265
O 2.1986 1.1602 -1.5792
*
```

***

5 unconnected molecules or ions with the total composition C26H58ClNO6 at a distorted geometry. Source: the OMol25 dataset; level of theory: ωB97M-V with the def2-TZVPD basis set.

- Energy above the lowest of the compared OMol25 structures with the same formula, charge and spin: 143.7 kJ/mol
- Energy: -1991.59946 Ha
- LUMO level: 0.615 eV
- Structure (SMILES): C#C[C@@H](OCCCC(C)C)[C@@H](CCOCC)NCl.CC(C)O.CC(C)O.CC(C)O.CC(C)O

```
! wB97M-V def2-TZVPD RIJCOSX def2/J DEFGRID3
* xyz 0 1
C -1.1137 2.8706 -4.1797
C -0.2415 2.0736 -3.9049
C 0.7665 0.9532 -3.4266
O 1.1515 1.1105 -2.0644
C 1.7373 2.3963 -1.7950
C 3.0103 2.7402 -2.6961
C 2.6631 3.6211 -3.9849
C 3.8536 4.5375 -4.4970
C 5.2550 3.8111 -4.2773
C 3.6297 4.7278 -6.0822
C -0.0258 -0.4777 -3.5122
C -0.2955 -1.0936 -2.0865
C -1.1490 -2.4322 -2.0758
O -0.4878 -3.5817 -2.6141
C -0.7141 -3.7568 -4.0165
C -2.1976 -4.1367 -4.4171
N -1.2328 -0.2473 -4.3248
Cl -0.9957 -0.5580 -5.9958
H -1.8054 3.7444 -4.1160
H 1.6275 0.8989 -4.1506
H 0.9730 3.2392 -1.8056
H 2.1154 2.3537 -0.7252
H 3.6856 3.3890 -2.0522
H 3.6099 1.8200 -2.9644
H 2.4134 2.8795 -4.8105
H 1.7250 4.1983 -3.7450
H 3.8571 5.5229 -3.9460
H 5.6255 4.1257 -3.2515
H 5.1637 2.6937 -4.3573
H 5.9635 4.1647 -5.0821
H 2.5912 4.3950 -6.3849
H 3.8554 5.7851 -6.4175
H 4.3600 4.0323 -6.5905
H 0.7119 -1.1696 -4.0347
H -0.9013 -0.3218 -1.5102
H 0.6577 -1.3006 -1.5103
H -2.1563 -2.1997 -2.5253
H -1.3507 -2.6694 -0.9831
H -0.3976 -2.8940 -4.6662
H -0.0629 -4.6353 -4.3318
H -2.7752 -3.1571 -4.4913
H -2.7402 -4.7767 -3.6705
H -2.2494 -4.5736 -5.4631
H -2.0678 -0.6991 -3.9490
C 0.4438 -0.9212 1.7954
C -0.9557 -0.8589 2.3829
C -1.0016 -1.4891 3.7656
O -1.8612 -1.5380 1.5154
H 0.7752 -1.9588 1.6847
H 0.4614 -0.4753 0.7978
H 1.1606 -0.3918 2.4275
H -1.2852 0.1813 2.4428
H -0.7192 -2.5461 3.7220
H -2.0153 -1.4490 4.1720
H -0.3293 -0.9770 4.4554
H -1.5776 -2.4590 1.4548
C 1.9251 -5.7810 -2.0163
C 2.2650 -6.9723 -2.8981
C 1.7325 -8.2682 -2.3062
O 3.6811 -7.0654 -3.0483
H 2.3773 -5.8884 -1.0249
H 2.3223 -4.8590 -2.4467
H 0.8452 -5.6731 -1.8970
H 1.8431 -6.8233 -3.8952
H 2.1780 -8.4602 -1.3251
H 1.9928 -9.1164 -2.9438
H 0.6461 -8.2348 -2.1952
H 4.0643 -7.1974 -2.1722
C -2.8474 0.9174 6.9562
C -1.9752 -0.2757 7.3141
C -1.8217 -0.4170 8.8205
O -0.6886 -0.1193 6.7184
H -2.4025 1.8493 7.3200
H -2.9398 1.0134 5.8715
H -3.8474 0.8181 7.3849
H -2.4139 -1.1878 6.9024
H -1.3416 0.4688 9.2479
H -1.1844 -1.2706 9.0623
H -2.7909 -0.5561 9.3050
H -0.2904 0.6848 7.0754
C -3.9851 4.2427 4.8699
C -2.8438 4.8004 5.7064
C -3.3568 5.4413 6.9867
O -2.1266 5.7694 4.9443
H -4.6762 5.0375 4.5727
H -3.6030 3.7957 3.9492
H -4.5444 3.4830 5.4213
H -2.1433 3.9986 5.9524
H -4.0258 6.2778 6.7626
H -2.5276 5.8467 7.5713
H -3.8973 4.7178 7.6019
H -2.7371 6.4831 4.7213
*
```